(1)
{
  "formula": "C6H12N2P",
  "method": "ωB97M-V/def2-TZVPD",
  "smiles": "CC1=[N+](C)C(C)=P(C)=N1",
  "e_above_lowest_kj_mol": 97.71,
  "total_charge": 1,
  "lumo_ev": -4.84,
  "spin_multiplicity": 1,
  "symbols": ["C", "C", "N", "C", "C", "C", "P", "C", "N", "H", "H", "H", "H", "H", "H", "H", "H", "H", "H", "H", "H"],
  "positions_angstrom": [[-2.770, 1.015, 0.044], [-1.246, 0.803, 0.210], [-0.409, -0.090, -0.495], [-0.822, -1.024, -1.562], [0.870, 0.007, -0.159], [2.049, -0.601, -0.832], [1.046, 1.462, 0.876], [1.504, 1.260, 2.598], [-0.575, 1.630, 0.978], [-3.320, 0.044, 0.305], [-3.084, 1.044, -0.942], [-2.938, 1.783, 0.814], [-0.450, -0.573, -2.439], [-1.906, -1.379, -1.505], [-0.477, -2.011, -1.286], [2.114, -0.444, -1.975], [2.011, -1.717, -0.633], [2.999, -0.254, -0.448], [1.194, 2.152, 3.065], [2.524, 1.195, 2.655], [0.923, 0.469, 3.146]],
  "forces_ev_per_angstrom": [[1.6, -3.2, 2.7], [0.0, 2.4, 0.8], [0.1, -0.8, 0.1], [-1.9, -1.2, 2.0], [1.1, 0.9, 0.1], [-0.4, -1.9, -1.5], [-0.3, 0.0, -0.7], [-2.3, -1.7, 0.3], [-2.5, -0.9, -0.6], [0.8, 1.2, 0.4], [-0.4, 1.4, -2.0], [-0.7, -0.1, -1.0], [-0.1, -0.3, -1.5], [0.9, 1.9, -0.4], [1.3, -0.1, -0.4], [-0.5, -0.3, 1.7], [0.1, 1.0, -0.5], [-0.1, 0.3, 0.4], [-0.3, 1.4, 0.4], [2.5, -0.5, 0.5], [0.9, 0.4, -0.8]]
}


(2)
{
  "formula": "C4H11N3S",
  "method": "ωB97M-V/def2-TZVPD",
  "smiles": "NCC(CN)C(N)=S",
  "e_above_lowest_kj_mol": 380.27,
  "lumo_ev": 0.54,
  "spin_multiplicity": 1,
  "symbols": ["N", "C", "C", "C", "N", "C", "N", "S", "H", "H", "H", "H", "H", "H", "H", "H", "H", "H", "H"],
  "positions_angstrom": [[-2.092, 0.463, 0.347], [-1.017, 1.231, -0.072], [0.508, 0.691, 0.013], [0.545, -0.220, -1.306], [1.636, -1.109, -1.453], [0.972, -0.241, 1.170], [0.028, -1.163, 1.668], [2.484, -0.268, 1.590], [-2.090, -0.597, -0.315], [-3.159, 1.011, 0.050], [-1.124, 1.927, 0.820], [-1.182, 1.950, -0.836], [1.233, 1.536, -0.226], [0.164, 0.595, -1.970], [-0.466, -0.760, -1.002], [1.609, -1.662, -0.624], [2.649, -0.664, -1.550], [0.212, -1.842, 2.316], [-0.912, -0.878, 1.379]],
  "forces_ev_per_angstrom": [[-5.8, -5.2, -3.5], [2.7, 3.6, 4.2], [-0.8, -0.4, -1.1], [-3.4, 1.2, 2.7], [2.2, 1.1, -1.9], [-3.6, -0.3, -0.1], [-0.3, 4.5, -4.0], [3.0, 0.0, 0.9], [-0.7, 4.0, 2.1], [4.3, -2.3, 1.0], [1.1, 0.3, -0.8], [0.2, 0.0, -1.7], [-1.0, -0.9, 1.2], [1.3, -1.4, -0.9], [2.3, -0.2, -1.6], [0.6, -0.7, 0.4], [-3.1, -0.9, 0.5], [0.7, -1.6, 1.8], [0.1, -0.7, 0.8]]
}


(3)
{
  "formula": "HNO4S",
  "method": "ωB97M-V/def2-TZVPD",
  "e_above_lowest_kj_mol": 307.77,
  "lumo_ev": [-0.64, -1.07],
  "spin_multiplicity": 1,
  "symbols": ["N", "O", "O", "O", "O", "S", "H"],
  "positions_angstrom": [[-0.462, -1.614, -0.085], [-1.462, -2.220, -0.125], [-1.681, 1.320, -0.721], [1.674, 0.622, 0.661], [0.724, 1.180, -0.208], [-0.833, 0.829, 0.320], [2.040, -0.119, 0.159]],
  "forces_ev_per_angstrom": [[-2.3, -1.8, -0.2], [2.4, 1.6, 0.1], [-0.9, 0.5, -1.3], [0.2, -0.2, 0.9], [-0.3, 0.3, -1.0], [1.1, -0.4, 1.8], [-0.2, 0.0, -0.2]]
}


(4)
{
  "formula": "C11H29O3S2",
  "method": "ωB97M-V/def2-TZVPD",
  "e_above_lowest_kj_mol": 7.20,
  "total_charge": 1,
  "lumo_ev": -4.14,
  "spin_multiplicity": 1,
  "symbols": ["C", "C", "O", "C", "S", "S", "H", "H", "H", "H", "H", "H", "H", "H", "H", "C", "C", "O", "C", "C", "H", "H", "H", "H", "H", "H", "H", "H", "H", "H", "C", "C", "O", "C", "C", "H", "H", "H", "H", "H", "H", "H", "H", "H", "H"],
  "positions_angstrom": [[6.510, -0.995, 0.147], [5.332, -0.545, -0.676], [4.456, 0.231, 0.185], [3.301, 0.669, -0.394], [1.829, 0.117, 0.602], [1.383, -1.792, 0.020], [6.230, -1.775, 0.853], [6.896, -0.150, 0.716], [7.305, -1.351, -0.507], [5.652, 0.087, -1.508], [4.767, -1.392, -1.077], [3.109, 0.277, -1.398], [3.206, 1.760, -0.386], [2.499, -0.143, 1.741], [0.300, -1.385, -0.670], [-0.987, 2.154, 1.832], [-0.470, 3.567, 1.614], [-0.984, 4.189, 0.457], [-2.393, 4.392, 0.435], [-2.906, 5.278, 1.555], [-0.842, 1.561, 0.926], [-0.449, 1.684, 2.660], [-2.047, 2.126, 2.080], [0.612, 3.547, 1.457], [-0.643, 4.177, 2.507], [-2.919, 3.430, 0.436], [-2.586, 4.860, -0.529], [-2.803, 4.810, 2.535], [-3.966, 5.485, 1.402], [-2.367, 6.225, 1.570], [-4.287, -3.319, -0.782], [-3.166, -2.325, -1.010], [-1.941, -2.682, -0.369], [-1.370, -3.914, -0.777], [-0.978, -3.952, -2.246], [-4.431, -3.497, 0.284], [-5.215, -2.924, -1.196], [-4.095, -4.277, -1.266], [-3.429, -1.359, -0.579], [-3.004, -2.167, -2.081], [-2.010, -4.769, -0.541], [-0.478, -4.017, -0.152], [-1.848, -3.943, -2.903], [-0.417, -4.862, -2.458], [-0.356, -3.092, -2.510]],
  "forces_ev_per_angstrom": [[0.0, 0.2, 0.2], [0.0, -0.1, -0.2], [-0.1, 0.0, 0.0], [0.3, 0.1, 0.0], [-0.3, 0.3, -0.1], [0.1, -0.2, 0.0], [0.0, 0.0, -0.1], [0.1, 0.0, 0.0], [-0.1, -0.1, 0.0], [0.0, 0.0, 0.1], [0.0, 0.0, 0.0], [0.0, 0.0, 0.0], [0.0, 0.0, 0.1], [0.1, -0.1, 0.0], [-0.2, -0.1, 0.2], [0.0, 0.0, 0.0], [0.0, 0.0, 0.0], [0.0, -0.1, 0.0], [0.0, 0.0, 0.0], [0.1, 0.0, 0.0], [0.0, 0.0, 0.0], [0.0, 0.0, 0.0], [0.0, 0.0, 0.0], [0.0, 0.0, 0.0], [0.0, 0.0, 0.0], [0.0, 0.0, 0.0], [0.0, 0.0, 0.0], [0.0, 0.0, 0.0], [0.0, 0.0, 0.0], [0.0, 0.0, 0.0], [0.0, 0.0, 0.0], [-0.1, 0.0, 0.0], [0.1, 0.1, 0.0], [0.2, 0.0, -0.1], [0.0, 0.0, 0.0], [0.0, 0.0, 0.0], [0.0, 0.0, 0.0], [0.0, 0.0, 0.0], [0.0, 0.0, 0.0], [0.0, 0.0, 0.0], [-0.1, 0.1, 0.1], [0.0, -0.1, 0.0], [0.0, 0.0, 0.0], [0.0, 0.0, 0.0], [0.0, 0.0, 0.0]]
}


(5)
{
  "formula": "C3H5ClO",
  "method": "ωB97M-V/def2-TZVPD",
  "e_above_lowest_kj_mol": 499.40,
  "lumo_ev": 0.12,
  "spin_multiplicity": 1,
  "symbols": ["C", "C", "C", "H", "H", "H", "H", "H", "O", "Cl"],
  "positions_angstrom": [[0.858, -0.284, 0.380], [-0.340, 0.571, -0.124], [-1.542, 0.525, 0.280], [2.225, -1.415, -1.006], [0.916, -1.011, 1.283], [1.906, 0.463, 0.237], [-0.035, 1.538, -0.740], [-2.468, -0.652, 0.474], [1.162, -1.530, -0.565], [-2.680, 1.794, -0.218]],
  "forces_ev_per_angstrom": [[3.7, -1.4, -2.2], [5.6, 1.2, -0.5], [-7.6, -3.4, 0.0], [-5.0, -0.3, 2.1], [-0.9, 2.6, -0.7], [-3.3, -2.2, 1.0], [-0.5, -2.1, 1.5], [3.6, 3.6, 0.2], [4.1, 2.4, -1.5], [0.4, -0.3, 0.3]]
}


(6)
{
  "formula": "C3H2BrNS",
  "method": "ωB97M-V/def2-TZVPD",
  "e_above_lowest_kj_mol": 359.61,
  "lumo_ev": [-0.72, -1.99],
  "spin_multiplicity": 1,
  "symbols": ["C", "C", "C", "N", "S", "Br", "H", "H"],
  "positions_angstrom": [[-1.255, 1.064, -0.284], [-0.404, -1.771, 1.205], [-0.488, 0.671, -1.370], [-1.923, 1.453, 0.544], [-0.110, -2.764, 0.057], [-0.970, -0.889, -2.257], [-0.678, -0.626, 1.037], [0.576, 0.950, -1.470]],
  "forces_ev_per_angstrom": [[1.3, -0.3, -2.2], [-0.6, 2.6, -0.5], [1.2, -0.9, -0.3], [-1.8, 1.0, 2.3], [0.2, -0.8, 0.3], [-0.1, 0.8, -0.3], [0.6, -2.4, 0.7], [-0.9, 0.0, 0.0]]
}


(7)
{
  "formula": "C3H5N3",
  "method": "ωB97M-V/def2-TZVPD",
  "smiles": "Nc1cn[nH]c1",
  "e_above_lowest_kj_mol": 249.17,
  "lumo_ev": 0.99,
  "spin_multiplicity": 1,
  "symbols": ["N", "C", "C", "N", "N", "C", "H", "H", "H", "H", "H"],
  "positions_angstrom": [[1.605, 0.486, -0.479], [0.201, 0.261, -0.722], [-0.389, -1.034, -0.690], [-1.233, -1.138, 0.320], [-1.264, 0.098, 0.869], [-0.522, 0.994, 0.192], [2.171, -0.216, -0.938], [1.587, 0.202, 0.505], [-0.216, -1.873, -1.358], [-1.638, 0.215, 1.793], [-0.303, 2.005, 0.508]],
  "forces_ev_per_angstrom": [[0.5, -0.1, -0.4], [-0.1, -0.1, 0.5], [-0.1, -0.1, 0.2], [-0.3, 0.1, -0.3], [-0.8, 0.2, 0.0], [0.1, -0.3, 0.3], [0.2, 0.1, -0.4], [1.1, 0.3, -0.4], [0.1, 0.1, 0.4], [-0.5, 0.0, -0.2], [-0.1, -0.2, 0.3]]
}


(8)
{
  "formula": "C7H15F6N2O6RbS2",
  "method": "ωB97M-V/def2-TZVPD",
  "lumo_ev": -0.41,
  "spin_multiplicity": 1,
  "symbols": ["Rb", "C", "F", "F", "F", "S", "O", "O", "N", "S", "O", "O", "C", "F", "F", "F", "C", "O", "H", "H", "H", "H", "C", "C", "C", "O", "C", "N", "H", "H", "H", "H", "H", "H", "H", "H", "H", "H", "H"],
  "positions_angstrom": [[-0.203, 0.255, -0.551], [2.043, 1.081, 2.341], [2.826, 0.132, 1.858], [0.756, 0.664, 2.207], [2.291, 1.256, 3.627], [2.230, 2.663, 1.423], [1.168, 3.492, 1.890], [3.565, 3.094, 1.631], [1.902, 2.151, -0.116], [3.245, 2.380, -0.999], [3.582, 3.744, -1.139], [4.267, 1.423, -0.710], [2.735, 1.858, -2.686], [2.292, 0.574, -2.690], [1.755, 2.611, -3.184], [3.794, 1.936, -3.472], [-0.123, 4.909, -1.108], [-0.291, 3.507, -1.248], [0.628, 5.279, -1.806], [-1.084, 5.371, -1.338], [0.121, 5.176, -0.078], [0.398, 3.046, -0.740], [-0.686, -4.720, -0.297], [-1.349, -3.368, -0.212], [-2.743, -3.508, 0.356], [-3.233, -2.226, 0.657], [-4.577, -2.243, 1.068], [-0.556, -2.406, 0.608], [-1.264, -5.423, -0.893], [-0.489, -5.101, 0.707], [0.291, -4.625, -0.784], [-1.455, -2.953, -1.223], [-2.705, -4.129, 1.272], [-3.398, -4.038, -0.349], [-4.790, -1.319, 1.606], [-4.782, -3.080, 1.746], [-5.263, -2.302, 0.213], [0.236, -2.927, 0.981], [-1.134, -2.233, 1.430]],
  "forces_ev_per_angstrom": [[-0.2, 0.1, -0.2], [-0.2, 0.2, -0.1], [0.1, -0.2, 0.0], [0.0, -0.2, 0.1], [0.0, 0.0, 0.0], [-0.8, 0.2, -0.9], [-0.5, -0.2, 0.1], [0.6, -0.2, 0.2], [1.0, 0.4, 1.1], [0.5, -1.2, -0.2], [0.1, 1.3, -0.3], [0.1, -0.2, 0.1], [-0.7, -0.1, 0.0], [0.0, 0.1, 0.1], [0.1, 0.0, 0.0], [0.0, 0.0, 0.0], [-0.3, -0.1, 0.1], [-0.4, -0.5, 0.1], [0.1, 0.1, 0.1], [0.1, 0.0, -0.1], [0.2, 0.0, -0.1], [0.2, 0.5, -0.1], [0.7, 0.1, -0.2], [-0.1, 0.4, -0.2], [0.0, -0.4, 0.2], [0.0, 0.2, -0.1], [-0.5, 0.1, 0.2], [-0.3, -0.9, 0.4], [-0.1, -0.1, 0.1], [-0.2, -0.2, 0.0], [-0.1, 0.0, 0.0], [0.1, 0.0, 0.0], [0.0, 0.2, -0.1], [0.0, 0.1, -0.1], [0.1, 0.0, -0.1], [0.1, 0.0, 0.0], [0.1, -0.1, 0.0], [0.1, 0.2, -0.1], [0.2, 0.4, -0.1]]
}


(9)
{
  "formula": "C6H12N",
  "method": "ωB97M-V/def2-TZVPD",
  "e_above_lowest_kj_mol": 443.59,
  "total_charge": 1,
  "lumo_ev": [-5.49, -5.49],
  "spin_multiplicity": 1,
  "symbols": ["C", "C", "C", "C", "C", "C", "N", "H", "H", "H", "H", "H", "H", "H", "H", "H", "H", "H", "H"],
  "positions_angstrom": [[0.235, 0.663, 1.415], [-0.132, 1.896, 1.596], [0.688, -0.544, 0.702], [2.097, -0.353, 0.025], [-1.740, -1.170, -0.116], [-0.522, 0.197, -1.471], [-0.421, -0.532, -0.237], [-0.890, 2.514, 0.933], [0.410, 2.492, 2.209], [0.673, -1.504, 1.328], [2.888, -0.832, 0.551], [2.448, 0.674, -0.107], [1.946, -0.841, -0.952], [-2.328, -0.501, 0.553], [-2.161, -1.084, -1.185], [-1.586, -2.206, 0.296], [-0.636, -0.572, -2.244], [-1.319, 0.902, -1.586], [0.349, 0.801, -1.710]],
  "forces_ev_per_angstrom": [[-0.9, 0.6, -1.4], [-2.4, -1.4, -3.7], [1.0, -1.0, 0.8], [-1.4, -0.1, -0.7], [0.0, -0.1, 0.7], [2.4, 0.6, -1.3], [-0.6, 1.1, 0.3], [1.2, -1.7, 1.3], [1.6, 1.7, 2.4], [-0.1, 1.4, -0.9], [0.3, -0.7, 0.6], [-0.6, 0.0, -0.1], [0.5, 0.2, 0.3], [-0.2, -1.0, -0.4], [0.3, -0.9, 2.1], [-0.7, 1.0, -0.5], [0.1, 0.4, -0.2], [-1.0, 0.2, 0.6], [0.4, -0.2, 0.1]]
}


(10)
{
  "formula": "C2H3BrS",
  "method": "ωB97M-V/def2-TZVPD",
  "e_above_lowest_kj_mol": 256.06,
  "lumo_ev": [-0.27, -0.32],
  "spin_multiplicity": 1,
  "symbols": ["C", "C", "S", "Br", "H", "H", "H"],
  "positions_angstrom": [[-0.802, 1.050, -0.568], [0.686, -0.700, 0.573], [0.706, 0.469, -0.595], [2.102, -1.908, 0.975], [-0.890, 2.040, -0.903], [-1.556, 0.236, -0.136], [-0.247, -1.186, 0.655]],
  "forces_ev_per_angstrom": [[-1.4, -3.1, 0.7], [1.2, -0.8, -0.4], [1.1, 0.3, 0.9], [-0.1, 0.4, -0.4], [-0.8, 0.9, -0.5], [1.1, 2.7, -1.0], [-1.0, -0.3, 0.7]]
}


(11)
{
  "formula": "C5H14KN4O6",
  "method": "ωB97M-V/def2-TZVPD",
  "e_above_lowest_kj_mol": 1298.33,
  "total_charge": -1,
  "lumo_ev": 2.14,
  "spin_multiplicity": 1,
  "symbols": ["K", "C", "O", "O", "O", "C", "C", "O", "H", "H", "H", "H", "H", "H", "C", "O", "N", "N", "H", "H", "H", "H", "C", "O", "N", "N", "H", "H", "H", "H"],
  "positions_angstrom": [[-14.678, 14.948, 19.386], [-15.631, 12.708, 19.812], [-15.360, 12.956, 18.617], [-15.143, 11.710, 20.244], [-16.146, 13.579, 20.534], [-11.783, 15.408, 17.499], [-11.999, 14.054, 18.097], [-12.929, 14.126, 19.199], [-12.653, 16.057, 17.393], [-11.321, 15.304, 16.517], [-11.163, 15.991, 18.180], [-11.083, 13.635, 18.515], [-12.488, 13.344, 17.430], [-12.476, 14.401, 19.999], [-15.982, 16.643, 17.682], [-14.919, 16.485, 18.247], [-16.412, 15.785, 16.810], [-16.804, 17.609, 17.939], [-15.885, 14.927, 16.727], [-17.287, 16.059, 16.388], [-17.774, 17.528, 17.670], [-16.571, 18.322, 18.615], [-15.570, 13.564, 16.399], [-15.733, 13.982, 15.269], [-14.791, 14.104, 17.272], [-16.194, 12.549, 16.903], [-14.098, 14.775, 16.973], [-14.829, 13.665, 18.181], [-16.969, 12.028, 16.520], [-15.878, 12.341, 17.839]],
  "forces_ev_per_angstrom": [[-4.6, 1.9, 8.4], [0.1, 0.0, 4.4], [-1.7, -5.3, 10.5], [1.5, -5.6, 2.4], [-2.6, 1.7, 1.2], [0.5, 0.7, -0.1], [-0.6, -0.7, 1.1], [6.8, -2.7, -0.8], [-0.4, -0.5, -0.1], [0.2, 0.2, 0.0], [0.5, 0.0, -0.2], [0.3, -0.1, -0.5], [0.3, 0.1, -0.1], [0.4, -0.2, 0.1], [0.7, -1.7, -0.9], [1.5, 6.6, -2.6], [-3.0, 2.1, -1.0], [-2.9, 4.3, 1.4], [-0.9, 2.3, 0.1], [0.3, -0.8, -0.4], [0.3, 0.1, 0.2], [0.0, -0.3, -0.2], [0.1, -4.5, -2.8], [-0.1, 0.8, -3.6], [7.4, 6.7, -7.8], [-5.4, -4.4, -5.3], [-0.5, 0.0, -1.1], [2.3, 0.7, -0.6], [0.3, 0.8, -1.1], [-0.7, -2.0, -0.5]]
}


(12)
{
  "formula": "C10H14N4",
  "method": "ωB97M-V/def2-TZVPD",
  "e_above_lowest_kj_mol": 206.05,
  "lumo_ev": 0.80,
  "spin_multiplicity": 1,
  "symbols": ["C", "N", "C", "C", "C", "C", "C", "C", "C", "C", "C", "H", "H", "H", "H", "H", "H", "H", "H", "H", "H", "H", "H", "H", "H", "N", "N", "N"],
  "positions_angstrom": [[-0.431, -2.940, 2.241], [-0.604, -1.760, 1.385], [-1.974, -1.402, 0.987], [0.588, -1.243, 0.776], [0.354, 0.031, -0.104], [-0.464, 1.127, 0.256], [-0.620, 2.118, -0.714], [0.133, 2.071, -1.906], [-0.009, 3.119, -2.911], [0.936, 0.989, -2.184], [1.082, -0.032, -1.264], [-1.402, -3.219, 2.665], [0.005, -3.802, 1.682], [0.262, -2.671, 3.062], [-2.662, -2.160, 1.336], [-2.237, -0.450, 1.464], [-2.085, -1.275, -0.097], [1.154, -2.086, 0.182], [-1.018, 1.203, 1.213], [-1.324, 2.928, -0.591], [0.627, 2.946, -3.784], [-1.046, 3.238, -3.254], [0.321, 4.026, -2.399], [1.476, 0.917, -3.116], [1.745, -0.849, -1.464], [1.237, -0.511, 1.990], [2.426, -0.280, 2.129], [3.530, -0.034, 2.420]],
  "forces_ev_per_angstrom": [[0.6, 0.6, -0.4], [-0.5, -1.1, -0.4], [1.0, 0.6, 0.0], [-1.2, 1.6, 0.6], [0.1, -2.2, 1.0], [-0.2, 0.0, -0.7], [0.8, -0.6, 0.1], [-0.8, -1.2, 0.3], [-0.1, 1.2, -0.5], [0.5, -0.1, 0.2], [-0.6, 0.9, -0.4], [0.4, 0.0, -0.1], [-0.3, 0.4, 0.3], [-0.3, -0.3, -0.2], [0.0, -0.2, 0.0], [-0.4, -0.2, -0.1], [0.0, -0.1, 0.2], [-0.3, 1.7, 1.5], [0.6, -0.3, -0.8], [0.0, 0.2, 0.3], [-0.1, 0.1, 0.2], [0.3, 0.1, 0.1], [-0.2, 0.4, -0.5], [0.1, 0.2, -0.2], [0.1, -0.4, -0.1], [0.7, -0.8, 0.3], [3.7, 0.2, 0.7], [-3.8, -0.7, -1.2]]
}


Calculated electronic energy (eV), listed in the same order as above: -18677.87884; -19628.21933; -20524.87489; -39681.38088; -17756.60182; -85506.04927; -7659.87306; -61397.38715; -7895.46407; -82996.90717; -39973.01240; -16554.08937